No. 1
Below is a 3-piece molecular cluster, C15H33NO7S2 overall, with properties calculated with ωB97M-V with the def2-TZVPD basis set.

Last column: Löwdin charge in e.
Element x y z (Å)
C 4.535 0.309 0.861  -0.07
C 4.723 -0.193 -0.593  -0.40
C 4.780 0.947 -1.635  -0.07
C 3.743 -1.307 -0.992  -0.18
C 2.305 -0.931 -1.382  -0.15
C 1.471 -0.123 -0.372  -0.21
C 1.566 1.419 -0.373  -0.13
C 0.932 1.740 -1.720  -0.19
N -0.222 0.816 -1.773  0.09
C 0.015 -0.208 -0.829  -0.45
O -0.834 -0.985 -0.455  0.08
H 4.495 1.398 0.920  0.07
H 5.344 -0.046 1.505  0.07
H 3.610 -0.072 1.304  0.06
H 5.713 -0.663 -0.611  0.12
H 4.268 0.669 -2.559  0.07
H 4.349 1.877 -1.261  0.06
H 5.819 1.170 -1.895  0.07
H 4.176 -1.797 -1.874  0.11
H 3.721 -2.077 -0.211  0.12
H 1.771 -1.879 -1.513  0.12
H 2.309 -0.457 -2.366  0.10
H 1.577 -0.526 0.635  0.14
H 0.831 1.745 0.375  0.11
H 2.509 1.890 -0.104  0.09
H 0.638 2.777 -1.881  0.10
H 1.642 1.511 -2.522  0.10
H -1.071 1.299 -1.497  0.13
O -2.753 -5.473 2.272  -0.28
S -2.595 -6.052 0.972  0.56
O -1.321 -5.993 0.324  -0.27
O -3.720 -5.477 0.015  -0.27
C -3.855 -4.034 -0.085  -0.24
C -2.765 -3.382 -0.906  -0.08
C -3.152 -7.721 0.988  -0.13
H -3.906 -3.618 0.922  0.11
H -4.829 -3.897 -0.551  0.12
H -1.794 -3.470 -0.426  0.06
H -2.979 -2.323 -1.028  0.07
H -2.700 -3.851 -1.889  0.09
H -4.128 -7.763 1.463  0.07
H -2.421 -8.286 1.562  0.08
H -3.193 -8.084 -0.035  0.07
O -0.403 4.063 0.064  -0.28
S -0.961 5.161 0.799  0.57
O -0.391 5.516 2.061  -0.27
O -2.519 4.919 0.956  -0.26
C -2.953 3.653 1.513  -0.24
C -2.734 3.556 3.008  -0.07
C -1.049 6.587 -0.224  -0.12
H -2.454 2.843 0.979  0.11
H -4.012 3.608 1.273  0.12
H -1.675 3.551 3.260  0.07
H -3.179 2.632 3.377  0.08
H -3.197 4.400 3.518  0.09
H -1.499 6.315 -1.174  0.08
H -0.026 6.929 -0.366  0.08
H -1.633 7.346 0.290  0.08

Atoms 1-6, force components in eV/Å:
C -0.171 -0.188 -0.027
C 0.194 0.128 0.131
C 0.177 -0.122 0.078
C 0.075 -0.005 -0.168
C 0.237 -0.249 0.277
C -0.157 0.293 -0.139

Properties
maximum force: 0.9 eV/Å
total energy: -53582.689 eV
SMILES: CC(C)CC[C@H]1CCNC1=O.CCOS(C)(=O)=O.CCOS(C)(=O)=O
LUMO level: 0.016 Ha

---

No. 2
Below is C15H34As3NiO3 as an isolated structure at a distorted geometry, with properties calculated with ωB97M-V with the def2-TZVPD basis set.

Last column: Löwdin charge in e.
Element x y z (Å)
Ni -0.210 -0.600 1.768  0.46
C -4.418 -0.859 1.741  -0.01
C -3.162 -0.924 2.587  -0.50
C -3.409 -0.829 4.081  0.00
O -2.239 0.109 2.170  -0.12
C -2.432 -2.334 2.346  -0.60
O -3.141 -3.308 2.320  0.10
O -1.166 -2.233 2.249  -0.14
H -4.983 0.047 1.966  0.09
H -5.034 -1.729 1.947  0.10
H -4.160 -0.858 0.682  0.09
H -3.955 0.088 4.323  0.10
H -2.460 -0.836 4.621  0.10
H -3.999 -1.676 4.419  0.11
H -2.298 0.843 2.796  0.10
C 3.189 -2.437 0.912  -0.26
As 1.358 -1.878 0.495  1.15
C 0.631 -3.588 -0.071  -0.26
C 1.506 -1.025 -1.280  -0.32
C 1.927 0.449 -1.372  -0.68
C 3.206 0.668 -0.553  -0.08
C 0.838 1.420 -0.894  -0.33
As 0.386 1.553 1.022  1.14
C -1.091 2.820 0.813  -0.26
C 1.742 2.754 1.761  -0.26
C 2.248 0.768 -2.844  -0.37
As 0.917 0.830 -4.351  1.15
C -0.598 -0.324 -3.835  -0.35
C 0.027 2.549 -3.971  -0.35
H 3.661 -2.804 0.002  0.04
H 3.136 -3.244 1.642  0.04
H 3.782 -1.627 1.331  0.02
H 1.246 -4.011 -0.865  0.05
H -0.392 -3.467 -0.423  0.04
H 0.619 -4.267 0.781  0.04
H 0.521 -1.162 -1.733  0.05
H 2.212 -1.635 -1.850  0.10
H 3.020 0.442 0.502  0.04
H 3.545 1.702 -0.633  0.10
H 4.008 0.021 -0.909  0.10
H -0.113 1.165 -1.370  0.05
H 1.104 2.433 -1.210  0.09
H -0.790 3.635 0.155  0.04
H -1.373 3.238 1.780  0.04
H -1.954 2.312 0.384  0.03
H 1.931 3.568 1.062  0.05
H 2.671 2.227 1.965  0.02
H 1.374 3.168 2.699  0.04
H 3.009 0.064 -3.188  0.06
H 2.710 1.759 -2.899  0.07
H -0.318 -1.376 -3.843  0.02
H -1.365 -0.181 -4.596  0.02
H -1.029 -0.061 -2.869  0.00
H 0.767 3.339 -3.853  0.02
H -0.603 2.500 -3.084  0.00
H -0.600 2.802 -4.825  0.02

Atoms 1-6, force components in eV/Å:
Ni -1.535 -0.884 0.746
C 0.096 0.326 0.137
C 0.059 -1.798 -0.083
C -0.009 0.330 -0.067
O 0.640 0.419 0.049
C -2.035 1.867 0.274

Properties
energy relative to the best compared isomer or geometry (same formula, charge and spin): 19.3 kJ/mol
charge: +1
maximum force: 2.8 eV/Å
⟨S²⟩: 2.006
total energy: -245801.817 eV
multiplicity: 3
LUMO level (spin up / spin down): -0.116 / -0.178 Ha

---

No. 3
Below is C15H34AsN9O3PS4W as an isolated structure, with properties calculated with ωB97M-V with the def2-TZVPD basis set.

Last column: Löwdin charge in e.
Element x y z (Å)
W -0.469 -0.824 0.730  1.10
N -1.578 -0.891 4.120  0.23
C -0.863 0.227 3.707  -0.42
N -0.675 1.273 4.449  0.12
N -0.088 2.189 3.635  0.04
N 0.064 1.728 2.461  -0.10
N -0.408 0.449 2.426  -0.20
C -1.642 -1.914 3.269  -0.40
N -2.605 -2.829 3.005  0.14
N -2.338 -3.306 1.815  0.07
N -1.177 -2.818 1.373  -0.16
N -0.698 -2.000 2.331  -0.20
H -2.132 -0.841 4.968  0.19
C -5.398 1.390 0.433  -0.21
As -3.726 1.436 1.356  0.90
C -2.736 2.987 0.849  -0.22
C -4.039 1.433 3.242  -0.20
S -2.843 -0.487 0.689  0.31
H -5.947 2.293 0.693  0.07
H -5.955 0.512 0.749  0.06
H -5.214 1.357 -0.638  0.06
H -3.337 3.844 1.159  0.07
H -2.611 2.998 -0.229  0.04
H -1.776 3.011 1.357  0.01
H -4.789 2.195 3.444  0.07
H -3.128 1.682 3.779  0.03
H -4.430 0.460 3.530  0.06
C -0.251 3.199 -3.244  -0.04
C -0.875 2.045 -3.985  -0.33
C -0.186 1.667 -5.266  -0.03
O -0.917 0.809 -3.064  -0.26
P 0.126 0.238 -2.109  0.03
S -0.514 -1.619 -1.512  0.48
S 0.157 1.214 -0.274  0.49
O 1.558 0.236 -2.655  -0.27
C 2.349 -0.926 -3.271  -0.37
C 1.687 -1.369 -4.551  -0.03
C 3.745 -0.394 -3.441  -0.02
H -0.304 4.084 -3.879  0.11
H 0.807 3.016 -3.034  0.09
H -0.781 3.428 -2.317  0.07
H -1.939 2.194 -4.140  0.15
H 0.889 1.552 -5.120  0.08
H -0.340 2.476 -5.982  0.11
H -0.609 0.759 -5.695  0.10
H 2.306 -1.702 -2.508  0.12
H 1.735 -0.589 -5.310  0.09
H 0.648 -1.670 -4.408  0.08
H 2.226 -2.238 -4.931  0.11
H 3.761 0.421 -4.165  0.10
H 4.378 -1.197 -3.823  0.11
H 4.162 -0.045 -2.498  0.09
C 3.521 0.625 2.784  -0.10
C 3.723 -0.709 2.086  -0.34
S 2.280 -1.786 2.263  1.11
O 1.393 -1.393 0.980  -0.72
C 2.958 -3.386 1.812  -0.36
C 1.881 -4.451 1.683  -0.11
H 4.429 1.216 2.665  0.10
H 3.346 0.498 3.853  0.09
H 2.702 1.193 2.346  0.06
H 4.551 -1.284 2.504  0.12
H 3.872 -0.619 1.012  0.10
H 3.638 -3.594 2.644  0.12
H 3.548 -3.247 0.906  0.11
H 1.318 -4.568 2.610  0.09
H 2.365 -5.403 1.469  0.10
H 1.196 -4.236 0.863  0.07

Atoms 1-6, force components in eV/Å:
W 0.112 0.179 -0.169
N -0.007 0.039 0.037
C 0.093 0.149 -0.060
N 0.091 0.154 0.072
N -0.103 -0.060 0.131
N 0.042 -0.099 -0.013

Properties
energy relative to the best compared isomer or geometry (same formula, charge and spin): 84.1 kJ/mol
charge: +3
maximum force: 0.3 eV/Å
total energy: -150928.391 eV
LUMO level: -0.426 Ha

---

No. 4
Below is C15H34ClMnN3O4 as an isolated structure at a distorted geometry, with properties calculated with ωB97M-V with the def2-TZVPD basis set.

Last column: Löwdin charge in e.
Element x y z (Å)
Mn -0.091 -0.210 -0.261  0.71
C -1.319 2.633 -1.196  -0.15
C -0.349 2.392 -2.347  -0.14
O 0.274 1.130 -2.138  -0.22
C 0.949 0.610 -3.271  -0.13
C 2.029 -0.387 -2.801  -0.10
O 1.887 -0.751 -1.419  -0.20
C 2.989 -0.398 -0.584  -0.15
C 2.971 1.068 -0.229  -0.15
O 1.724 1.358 0.395  -0.19
C 1.482 2.760 0.420  -0.15
C 0.033 2.981 0.789  -0.15
O -0.840 2.133 0.056  -0.20
H -2.240 2.088 -1.380  0.08
H -1.548 3.698 -1.123  0.14
H 0.417 3.171 -2.409  0.13
H -0.914 2.399 -3.283  0.15
H 1.414 1.422 -3.833  0.14
H 0.228 0.105 -3.919  0.13
H 3.023 0.032 -2.958  0.13
H 1.954 -1.302 -3.386  0.14
H 3.931 -0.662 -1.069  0.15
H 2.887 -0.992 0.326  0.12
H 3.079 1.675 -1.134  0.14
H 3.804 1.295 0.442  0.15
H 1.701 3.192 -0.561  0.13
H 2.129 3.249 1.155  0.15
H -0.230 4.031 0.640  0.15
H -0.119 2.745 1.843  0.12
N -2.648 -1.939 1.546  0.20
C -2.147 -2.548 2.815  -0.26
C -1.666 -1.454 3.766  -0.08
C -0.318 -0.829 3.387  -0.33
N -0.388 0.047 2.186  0.05
C 0.732 -1.916 3.172  -0.10
C 0.323 -2.973 2.148  -0.33
N 0.417 -2.414 0.772  0.05
C -1.055 -3.560 2.488  -0.08
H -3.417 -1.288 1.701  0.16
H -2.986 -2.642 0.887  0.16
H -1.886 -1.432 1.087  0.05
H -2.998 -3.064 3.259  0.16
H -1.543 -1.909 4.749  0.14
H -2.433 -0.681 3.878  0.13
H 0.000 -0.228 4.243  0.15
H 0.512 0.519 2.116  0.07
H -1.072 0.785 2.342  0.10
H 0.915 -2.414 4.125  0.14
H 1.676 -1.454 2.866  0.12
H 1.027 -3.804 2.242  0.15
H 0.042 -3.082 0.106  0.09
H 1.406 -2.353 0.547  0.08
H -0.927 -4.182 3.375  0.14
H -1.391 -4.228 1.688  0.13
Cl -2.860 -0.449 -1.168  0.53
C -1.426 -1.514 -1.465  -0.58
H -1.193 -1.423 -2.524  -0.01
H -1.755 -2.537 -1.284  -0.01

Atoms 1-6, force components in eV/Å:
Mn 0.729 -2.013 -0.975
C -0.105 0.027 -0.111
C -0.076 0.151 0.093
O -0.229 0.043 0.458
C 0.019 -0.311 0.063
C -0.042 0.005 -0.136

Properties
charge: +2
maximum force: 2.4 eV/Å
⟨S²⟩: 0.850
total energy: -72592.546 eV
multiplicity: 2
LUMO level (spin up / spin down): -0.188 / -0.186 Ha

---

No. 5
Below is a 3-piece molecular cluster, C15H34NO7S2 overall, with properties calculated with ωB97M-V with the def2-TZVPD basis set.

Last column: Löwdin charge in e.
Element x y z (Å)
C 0.567 5.896 1.016  -0.04
O 1.163 5.280 -0.127  -0.19
C 1.202 3.904 -0.072  -0.24
N 1.203 3.419 -1.500  -0.48
S 2.698 4.037 -2.288  0.99
C -0.026 3.873 -2.295  -0.13
C -1.325 4.103 -1.531  -0.15
C -2.460 4.266 -2.547  -0.27
O -3.683 4.590 -1.941  -0.03
C 1.422 1.910 -1.535  -0.18
C 0.429 1.083 -0.713  -0.16
C 0.151 -0.321 -1.274  -0.19
C -0.540 -0.400 -2.647  -0.21
S -2.315 -0.232 -2.491  0.61
O -2.551 0.886 -1.615  -0.28
O -2.925 -1.492 -2.234  -0.24
O -2.775 0.201 -3.960  -0.14
H 1.112 5.640 1.929  0.10
H 0.628 6.968 0.844  0.11
H -0.481 5.594 1.118  0.10
H 0.336 3.476 0.439  0.14
H 2.132 3.523 0.367  0.15
H 2.293 5.314 -2.270  -0.07
H -0.166 3.103 -3.057  0.13
H 0.261 4.797 -2.794  0.11
H -1.271 5.021 -0.940  0.12
H -1.577 3.272 -0.877  0.10
H -2.223 5.090 -3.228  0.13
H -2.556 3.354 -3.150  0.11
H -3.840 4.008 -1.190  0.10
H 1.441 1.633 -2.591  0.12
H 2.436 1.765 -1.154  0.12
H -0.519 1.593 -0.598  0.08
H 0.843 0.939 0.289  0.13
H -0.493 -0.820 -0.546  0.11
H 1.063 -0.919 -1.321  0.13
H -0.208 0.373 -3.350  0.09
H -0.337 -1.371 -3.103  0.12
H -2.040 0.444 -4.535  0.09
C -2.237 -3.747 0.226  -0.02
C -0.828 -3.602 0.739  -0.49
O 0.072 -3.203 0.027  0.04
C -0.590 -3.991 2.172  -0.02
H -2.298 -3.446 -0.816  0.06
H -2.561 -4.783 0.330  0.09
H -2.917 -3.134 0.822  0.09
H -0.862 -5.034 2.333  0.08
H -1.214 -3.381 2.829  0.09
H 0.458 -3.864 2.431  0.07
C 2.404 -7.790 4.992  -0.02
C 2.040 -6.488 4.324  -0.50
O 0.998 -6.347 3.728  0.06
C 3.048 -5.369 4.438  -0.02
H 1.609 -8.516 4.845  0.08
H 3.337 -8.176 4.577  0.09
H 2.563 -7.630 6.060  0.09
H 4.001 -5.681 4.005  0.09
H 3.227 -5.134 5.488  0.09
H 2.685 -4.484 3.921  0.07

Atoms 1-6, force components in eV/Å:
C -0.003 0.052 0.138
O -0.013 -0.045 -0.094
C 0.024 -0.022 -0.030
N 0.166 0.010 0.004
S -0.132 -0.068 -0.132
C -0.136 -0.078 0.005

Properties
charge: +1
maximum force: 0.3 eV/Å
total energy: -53591.316 eV
LUMO level: -0.123 Ha

---

No. 6
Below is a 4-piece molecular cluster, C15H35B3O7S3 overall at a distorted geometry, with properties calculated with ωB97M-V with the def2-TZVPD basis set.

Last column: Löwdin charge in e.
Element x y z (Å)
C 9.273 -0.745 -1.944  0.09
C 8.686 0.328 -2.055  0.06
B 7.693 1.553 -2.379  -0.47
O 8.024 2.864 -1.889  0.18
B 6.944 3.189 -0.987  -0.25
O 5.670 2.576 -1.113  0.19
B 5.420 2.116 -2.447  -0.44
C 3.972 2.398 -3.096  -0.06
C 2.999 3.227 -2.108  -0.19
C 2.242 2.141 -1.175  -0.19
C 0.812 1.872 -1.811  -0.20
C 0.130 0.496 -1.403  -0.18
C 1.053 -0.787 -1.562  -0.22
O 1.043 -1.176 -2.951  -0.22
C 2.333 -1.128 -3.580  -0.13
O 6.479 1.410 -3.091  0.25
H 9.689 -1.769 -2.138  0.06
H 7.198 3.960 -0.119  0.11
H 4.058 2.897 -4.114  0.12
H 3.433 1.406 -3.270  0.09
H 3.574 3.977 -1.493  0.10
H 2.202 3.757 -2.708  0.10
H 2.925 1.243 -1.142  0.09
H 2.163 2.528 -0.108  0.12
H 0.850 2.053 -2.936  0.11
H 0.128 2.696 -1.408  0.11
H -0.749 0.339 -2.114  0.12
H -0.323 0.488 -0.357  0.07
H 2.073 -0.698 -1.091  0.11
H 0.518 -1.624 -0.992  0.12
H 3.202 -0.922 -2.892  0.08
H 2.266 -0.424 -4.465  0.09
H 2.522 -2.166 -4.024  0.09
C -4.323 -0.917 0.617  -0.26
S -3.063 0.360 0.463  0.84
O -1.733 -0.300 0.639  -0.57
C -3.454 1.205 2.007  -0.30
H -4.235 -1.592 -0.235  0.02
H -4.173 -1.480 1.540  0.06
H -5.313 -0.458 0.614  0.06
H -3.357 0.514 2.844  0.03
H -4.470 1.599 1.959  0.03
H -2.752 2.030 2.135  0.05
C -6.375 2.483 5.518  -0.26
S -5.440 1.272 4.563  0.79
O -6.400 0.579 3.657  -0.54
C -5.101 0.163 5.944  -0.26
H -6.723 3.261 4.838  0.05
H -7.234 2.004 5.991  0.06
H -5.728 2.929 6.276  0.05
H -6.038 -0.174 6.390  0.06
H -4.495 0.681 6.688  0.05
H -4.550 -0.698 5.565  0.05
C -1.329 -5.091 -0.794  -0.27
S -3.123 -5.121 -0.615  0.82
O -3.606 -3.718 -0.750  -0.56
C -3.134 -5.527 1.143  -0.27
H -1.092 -4.816 -1.822  0.05
H -0.898 -4.355 -0.113  0.06
H -0.925 -6.083 -0.584  0.05
H -2.591 -4.765 1.705  0.06
H -2.674 -6.505 1.294  0.05
H -4.169 -5.559 1.481  0.05

Atoms 1-6, force components in eV/Å:
C -0.598 0.341 -1.125
C -0.372 -0.829 -0.514
B 0.831 0.334 -0.163
O -2.408 -1.828 1.005
B 0.393 -0.542 -0.734
O 1.744 0.667 -1.455

Properties
maximum force: 3.2 eV/Å
total energy: -64990.763 eV
LUMO level: 0.019 Ha

---

Q: Among the records above, which one has the lowest total energy?
A: C15H34As3NiO3